Version 1
{"formula": "H3NO3PS", "method": "ωB97M-V/def2-TZVPD", "species": ["N", "O", "O", "O", "P", "S", "H", "H", "H"], "xyz": [[-0.432, -0.918, -2.010], [1.443, 1.462, 0.718], [0.773, -1.000, 1.729], [-0.564, 1.446, 1.949], [-0.780, 0.502, -1.362], [0.227, 0.715, 0.980], [0.079, -1.552, 1.375], [-1.315, -1.546, -1.998], [0.570, 0.890, -1.381]], "charge": -1}

=====

Version 2
{"formula": "H3NO3PS", "method": "ωB97M-V/def2-TZVPD", "species": ["N", "P", "S", "O", "O", "O", "H", "H", "H"], "xyz": [[-0.215, 1.252, -0.935], [0.744, -0.127, -1.223], [0.275, -0.758, 0.870], [0.754, -2.070, 1.224], [-1.210, -0.707, 0.794], [0.959, 0.268, 1.653], [-0.936, 0.967, -0.343], [0.127, 1.994, -0.346], [-0.499, -0.819, -1.694]], "smiles": "NPS(=O)(=O)[O-]", "charge": -1}

=====

Of them, version 1 has the lowest stability.

=====

Version 1
{"formula": "C26H80N10O14", "method": "ωB97M-V/def2-TZVPD", "species": ["C", "O", "H", "H", "H", "H", "C", "O", "H", "H", "H", "H", "C", "O", "H", "H", "H", "H", "C", "O", "N", "N", "H", "H", "H", "H", "C", "O", "N", "N", "H", "H", "H", "H", "C", "O", "N", "N", "H", "H", "H", "H", "C", "O", "N", "N", "H", "H", "H", "H", "C", "O", "N", "N", "H", "H", "H", "H", "C", "C", "C", "O", "H", "H", "H", "H", "H", "H", "H", "H", "C", "C", "C", "O", "H", "H", "H", "H", "H", "H", "H", "H", "C", "C", "C", "O", "H", "H", "H", "H", "H", "H", "H", "H", "C", "C", "C", "O", "H", "H", "H", "H", "H", "H", "H", "H", "C", "C", "C", "O", "H", "H", "H", "H", "H", "H", "H", "H", "C", "C", "C", "O", "H", "H", "H", "H", "H", "H", "H", "H"], "xyz": [[-15.323, 3.998, 22.781], [-16.324, 3.536, 22.016], [-15.374, 3.416, 23.711], [-15.419, 5.095, 22.858], [-14.366, 3.962, 22.228], [-16.174, 3.848, 21.104], [-12.622, 2.858, 18.548], [-13.297, 3.171, 19.756], [-11.896, 3.711, 18.319], [-13.279, 2.754, 17.691], [-12.076, 1.960, 18.786], [-13.967, 2.494, 19.970], [-17.247, 2.625, 17.077], [-17.426, 3.873, 16.427], [-17.540, 1.873, 16.362], [-17.731, 2.530, 18.064], [-16.163, 2.399, 17.277], [-16.850, 4.422, 16.901], [-15.799, 5.048, 18.847], [-16.353, 3.952, 19.507], [-14.554, 5.246, 18.641], [-16.501, 5.992, 18.390], [-13.865, 4.555, 18.969], [-14.132, 6.083, 18.222], [-17.573, 5.887, 18.530], [-16.208, 6.876, 17.934], [-14.746, 0.144, 19.618], [-14.422, -1.102, 20.195], [-14.296, 0.502, 18.443], [-15.484, 1.104, 20.186], [-13.921, -0.257, 17.799], [-14.527, 1.348, 18.041], [-15.873, 0.784, 21.193], [-15.761, 2.001, 19.736], [-15.540, -0.056, 23.342], [-14.661, 0.617, 24.175], [-15.376, -1.316, 23.117], [-16.440, 0.612, 22.659], [-14.710, -1.902, 23.560], [-15.853, -1.763, 22.348], [-16.653, 1.582, 22.821], [-17.331, 0.146, 22.434], [-12.096, -2.117, 17.702], [-11.079, -2.020, 16.779], [-11.916, -2.213, 18.995], [-13.299, -1.891, 17.346], [-10.945, -2.229, 19.285], [-12.647, -1.831, 19.549], [-13.551, -1.748, 16.399], [-14.025, -2.065, 17.985], [-13.347, -5.431, 20.714], [-13.737, -5.866, 21.925], [-13.284, -4.121, 20.522], [-12.989, -6.247, 19.751], [-13.599, -3.492, 21.252], [-12.858, -3.714, 19.668], [-13.124, -7.299, 19.864], [-12.030, -5.955, 19.421], [-12.350, 1.147, 21.989], [-12.042, -0.167, 22.783], [-10.604, -0.561, 22.560], [-12.224, -0.011, 24.021], [-12.604, 0.870, 20.944], [-11.571, 1.872, 21.830], [-13.255, 1.703, 22.309], [-12.781, -0.895, 22.441], [-10.379, -0.959, 21.501], [-10.326, -1.266, 23.339], [-10.013, 0.345, 22.703], [-13.223, 0.012, 24.182], [-14.156, 0.842, 15.217], [-13.966, -0.370, 14.356], [-12.457, -0.348, 13.953], [-14.263, -1.391, 14.863], [-13.505, 0.755, 16.027], [-15.230, 0.930, 15.495], [-13.914, 1.636, 14.578], [-14.586, -0.077, 13.476], [-12.139, -1.058, 13.204], [-11.844, -0.677, 14.814], [-12.065, 0.651, 13.650], [-14.832, -1.892, 14.230], [-19.969, -0.796, 19.259], [-18.934, -0.026, 20.035], [-19.246, 1.484, 20.243], [-18.686, -0.460, 21.146], [-19.641, -1.812, 19.220], [-20.130, -0.388, 18.259], [-20.879, -0.696, 19.752], [-18.046, -0.166, 19.382], [-20.250, 1.580, 20.753], [-19.335, 2.003, 19.287], [-18.607, 2.029, 20.997], [-18.311, -1.328, 20.975], [-10.565, 1.037, 16.611], [-9.610, 1.541, 17.670], [-9.699, 0.613, 18.883], [-8.376, 1.561, 17.407], [-10.782, 1.854, 16.039], [-11.427, 0.601, 17.027], [-10.090, 0.327, 15.971], [-9.728, 2.603, 18.009], [-10.572, 0.034, 19.185], [-9.306, 1.089, 19.825], [-9.022, -0.241, 18.756], [-8.267, 2.374, 16.922], [-16.738, -4.247, 22.824], [-16.601, -3.979, 21.399], [-18.016, -4.098, 20.900], [-16.483, -2.761, 21.020], [-17.109, -5.253, 22.975], [-17.395, -3.499, 23.346], [-15.737, -4.172, 23.322], [-16.083, -4.755, 20.901], [-18.663, -3.320, 21.315], [-18.479, -5.082, 21.153], [-18.142, -4.047, 19.864], [-15.926, -2.774, 20.222], [-18.883, -0.847, 15.712], [-17.389, -1.071, 15.583], [-16.762, -1.037, 16.955], [-17.039, -2.217, 15.144], [-19.263, -0.714, 14.784], [-19.105, 0.081, 16.192], [-19.393, -1.722, 16.215], [-16.975, -0.291, 15.012], [-15.729, -1.374, 16.909], [-17.310, -1.795, 17.534], [-16.650, -0.157, 17.550], [-17.367, -2.448, 14.307]]}

=====

Version 2
{"formula": "C26H80N10O14", "method": "ωB97M-V/def2-TZVPD", "species": ["C", "O", "H", "H", "H", "H", "C", "O", "H", "H", "H", "H", "C", "O", "H", "H", "H", "H", "C", "O", "N", "N", "H", "H", "H", "H", "C", "O", "N", "N", "H", "H", "H", "H", "C", "O", "N", "N", "H", "H", "H", "H", "C", "O", "N", "N", "H", "H", "H", "H", "C", "O", "N", "N", "H", "H", "H", "H", "C", "C", "C", "O", "H", "H", "H", "H", "H", "H", "H", "H", "C", "C", "C", "O", "H", "H", "H", "H", "H", "H", "H", "H", "C", "C", "C", "O", "H", "H", "H", "H", "H", "H", "H", "H", "C", "C", "C", "O", "H", "H", "H", "H", "H", "H", "H", "H", "C", "C", "C", "O", "H", "H", "H", "H", "H", "H", "H", "H", "C", "C", "C", "O", "H", "H", "H", "H", "H", "H", "H", "H"], "xyz": [[-2.954, -2.388, 1.569], [-2.684, -2.317, 2.961], [-2.046, -2.722, 1.038], [-3.174, -1.390, 1.253], [-3.779, -3.036, 1.347], [-2.182, -1.493, 3.145], [3.013, -1.071, -2.028], [4.057, -0.514, -1.311], [3.180, -0.821, -3.141], [2.068, -0.642, -1.702], [2.950, -2.159, -1.947], [4.894, -0.894, -1.489], [-2.991, -2.095, -2.252], [-3.570, -0.810, -2.162], [-2.241, -2.150, -3.032], [-3.832, -2.777, -2.502], [-2.490, -2.317, -1.297], [-3.864, -0.484, -3.048], [2.448, 3.230, 2.351], [1.896, 2.617, 3.514], [3.138, 4.334, 2.529], [2.353, 2.769, 1.117], [2.949, 4.790, 3.430], [3.378, 4.850, 1.756], [1.671, 2.112, 1.015], [2.946, 3.198, 0.335], [4.169, -0.255, 1.905], [4.992, -1.292, 1.629], [3.729, -0.028, 3.138], [3.860, 0.666, 1.030], [4.159, -0.588, 3.886], [3.086, 0.692, 3.450], [4.226, 0.286, 0.185], [3.267, 1.555, 1.137], [4.223, 3.100, -1.952], [4.269, 4.253, -2.679], [3.750, 1.983, -2.450], [4.412, 3.072, -0.692], [3.435, 1.952, -3.449], [3.714, 1.086, -1.963], [4.926, 3.877, -0.330], [4.451, 2.211, -0.146], [1.008, 2.139, -3.911], [2.085, 1.958, -4.755], [1.139, 2.314, -2.631], [-0.217, 2.427, -4.220], [2.149, 2.295, -2.279], [0.427, 2.520, -1.973], [-1.035, 2.576, -3.585], [-0.303, 2.308, -5.237], [-5.447, 1.275, 0.514], [-5.126, 0.351, 1.460], [-6.222, 2.280, 0.780], [-4.970, 1.235, -0.723], [-6.649, 2.120, 1.661], [-6.434, 3.162, 0.270], [-4.320, 0.429, -0.998], [-4.859, 2.063, -1.296], [0.612, -0.926, 0.781], [0.256, 0.349, 0.019], [-0.831, 0.076, -1.018], [0.031, 1.343, 0.736], [1.240, -1.518, 0.206], [-0.271, -1.578, 0.899], [1.178, -0.801, 1.712], [1.152, 0.606, -0.565], [-0.459, -0.837, -1.412], [-0.907, 0.890, -1.753], [-1.806, 0.011, -0.525], [-0.274, 1.973, 0.111], [0.696, -2.192, 6.129], [0.559, -2.979, 4.817], [1.453, -2.355, 3.767], [0.973, -4.115, 4.879], [1.685, -1.844, 6.317], [0.403, -2.810, 6.994], [0.036, -1.289, 6.081], [-0.496, -2.941, 4.464], [1.294, -2.771, 2.814], [2.470, -2.667, 3.927], [1.465, -1.232, 3.757], [1.079, -4.481, 4.030], [2.131, -5.014, -0.824], [0.870, -4.494, -0.192], [0.152, -3.670, -1.280], [0.015, -5.293, 0.318], [1.805, -5.658, -1.671], [2.648, -5.648, -0.096], [2.845, -4.246, -1.042], [1.187, -3.807, 0.548], [-0.793, -3.312, -0.821], [-0.258, -4.240, -2.127], [0.701, -2.810, -1.652], [0.309, -5.522, 1.206], [-2.962, 3.583, -1.899], [-2.005, 3.830, -0.742], [-2.481, 3.066, 0.518], [-0.820, 3.548, -0.945], [-2.905, 2.590, -2.234], [-3.015, 4.295, -2.700], [-3.964, 3.729, -1.475], [-2.120, 4.867, -0.556], [-3.456, 3.516, 0.791], [-1.802, 3.264, 1.313], [-2.489, 2.031, 0.427], [-0.304, 4.333, -0.867], [0.049, -1.220, -4.226], [-0.431, -1.371, -5.649], [0.519, -2.192, -6.474], [-1.519, -1.797, -5.756], [-0.487, -0.419, -3.716], [1.173, -0.957, -4.252], [0.015, -2.148, -3.689], [-0.500, -0.303, -6.042], [0.391, -1.891, -7.566], [0.393, -3.247, -6.370], [1.569, -1.996, -6.215], [-1.824, -1.359, -6.522], [-3.039, 1.332, 3.296], [-1.703, 0.914, 3.820], [-1.725, 0.504, 5.294], [-1.154, -0.001, 3.212], [-3.901, 0.723, 3.662], [-3.102, 1.068, 2.228], [-3.242, 2.368, 3.518], [-1.117, 1.834, 3.684], [-2.265, -0.455, 5.365], [-2.327, 1.245, 5.843], [-0.769, 0.488, 5.824], [-0.843, 0.248, 2.399]]}

=====

Of them, version 2 has the lowest stability.

=====

Version 1
{"formula": "C23H26N2O2", "method": "ωB97M-V/def2-TZVPD", "species": ["C", "N", "C", "C", "C", "C", "C", "C", "C", "C", "O", "C", "C", "C", "C", "C", "C", "C", "O", "C", "C", "H", "H", "H", "H", "H", "H", "H", "H", "H", "H", "H", "H", "H", "H", "H", "C", "N", "C", "C", "C", "C", "H", "H", "H", "H", "H", "H", "H", "H", "H", "H", "H"], "xyz": [[1.406, -1.910, -5.443], [0.234, -1.310, -4.842], [-0.581, -0.562, -5.778], [0.136, -1.128, -3.456], [0.769, -0.041, -2.813], [0.569, 0.177, -1.463], [-0.218, -0.710, -0.701], [-0.585, -0.416, 0.670], [-1.287, 0.695, 1.012], [-1.879, 0.874, 2.368], [-1.832, 0.070, 3.297], [-2.496, 2.228, 2.358], [-3.064, 2.947, 3.408], [-3.568, 4.228, 3.153], [-3.512, 4.774, 1.854], [-2.913, 4.056, 0.813], [-2.394, 2.791, 1.076], [-1.623, 1.891, 0.164], [-1.319, 2.150, -0.996], [-0.716, -1.879, -1.312], [-0.590, -2.061, -2.674], [1.897, -2.569, -4.721], [1.076, -2.493, -6.311], [2.123, -1.146, -5.784], [-1.514, -0.242, -5.303], [-0.047, 0.317, -6.173], [-0.814, -1.224, -6.621], [1.370, 0.655, -3.402], [1.024, 1.037, -0.972], [-0.530, -1.225, 1.393], [-3.092, 2.499, 4.400], [-4.006, 4.815, 3.961], [-3.933, 5.762, 1.664], [-2.847, 4.459, -0.195], [-1.273, -2.583, -0.693], [-1.060, -2.906, -3.181], [1.463, 0.536, 2.906], [1.458, -0.728, 2.228], [2.597, -0.907, 1.303], [3.310, -2.209, 1.694], [2.508, -2.830, 2.857], [1.316, -1.903, 3.127], [0.579, 0.609, 3.553], [2.370, 0.649, 3.537], [1.438, 1.353, 2.169], [2.195, -0.962, 0.282], [3.263, -0.033, 1.350], [3.346, -2.877, 0.830], [4.339, -1.993, 2.000], [2.149, -3.829, 2.602], [3.136, -2.913, 3.751], [1.254, -1.581, 4.175], [0.370, -2.402, 2.878]], "smiles": "CN(C)c1ccc(C=C2C(=O)c3ccccc3C2=O)cc1.CN1CCCC1"}

=====

Version 2
{"formula": "C23H26N2O2", "method": "ωB97M-V/def2-TZVPD", "species": ["C", "N", "C", "C", "C", "C", "C", "C", "N", "C", "C", "C", "O", "C", "C", "C", "C", "C", "C", "C", "O", "C", "C", "C", "C", "C", "C", "H", "H", "H", "H", "H", "H", "H", "H", "H", "H", "H", "H", "H", "H", "H", "H", "H", "H", "H", "H", "H", "H", "H", "H", "H", "H"], "xyz": [[-2.630, 2.608, -0.590], [-2.504, 1.851, 0.654], [-3.707, 2.065, 1.463], [-1.254, 2.150, 1.357], [-0.709, 0.952, 2.102], [0.404, 1.397, 3.018], [1.175, 0.121, 3.278], [1.278, -0.542, 1.912], [-0.046, -0.139, 1.218], [-0.109, 0.039, -0.210], [1.137, -0.376, -0.862], [1.434, -1.721, -1.286], [0.771, -2.760, -1.143], [2.846, -1.648, -1.765], [3.673, -2.709, -2.124], [5.043, -2.462, -2.239], [5.585, -1.190, -1.929], [4.747, -0.142, -1.540], [3.372, -0.371, -1.514], [2.287, 0.503, -0.972], [2.378, 1.677, -0.573], [-1.327, -0.642, -0.804], [-1.766, -1.872, -0.303], [-2.916, -2.453, -0.838], [-3.610, -1.833, -1.883], [-3.134, -0.629, -2.414], [-1.948, -0.076, -1.917], [-1.678, 2.603, -1.137], [-3.405, 2.140, -1.211], [-2.924, 3.660, -0.387], [-3.612, 1.636, 2.466], [-3.921, 3.149, 1.556], [-4.564, 1.605, 0.953], [-0.486, 2.508, 0.642], [-1.432, 2.953, 2.099], [-1.489, 0.412, 2.685], [1.022, 2.142, 2.484], [0.004, 1.886, 3.910], [2.153, 0.303, 3.703], [0.612, -0.529, 3.961], [2.106, -0.169, 1.304], [1.334, -1.640, 1.941], [-0.596, -0.985, 1.373], [-0.150, 1.099, -0.445], [3.207, -3.676, -2.303], [5.695, -3.267, -2.568], [6.661, -1.034, -2.000], [5.124, 0.849, -1.259], [-1.195, -2.426, 0.438], [-3.247, -3.410, -0.438], [-4.532, -2.278, -2.255], [-3.672, -0.125, -3.216], [-1.486, 0.798, -2.388]], "smiles": "CN(C)C[C@@H]1CCC[N@@H+]1[C@@H](C1=C([O-])c2ccccc2C1=O)c1ccccc1"}

=====

Of them, version 1 has the lowest stability.